ORCA calculation (ωB97M-V with the def2-TZVPD basis set) on a 10-piece molecular cluster, C44H64N14O7P3 overall.

Positions of all 132 atoms, in Å:
C: -1.015 -0.443 3.649
C: -1.652 -1.592 4.473
O: -3.077 -1.791 4.327
N: -3.544 -1.380 3.103
C: -3.352 -2.264 2.110
N: -2.745 -3.470 2.240
C: -2.752 -4.097 1.017
P: -2.074 -5.838 0.664
O: -1.888 -6.509 2.171
O: -0.485 -5.545 0.207
N: -3.368 -3.225 0.178
C: -3.526 -3.679 -1.220
C: -2.202 -3.747 -2.047
O: -1.854 -4.832 -2.424
N: -1.432 -2.616 -2.422
C: -0.216 -3.082 -3.153
C: -0.923 -1.839 -1.246
N: -3.749 -2.078 0.787
P: -4.571 -0.906 -0.195
O: -3.719 -0.583 -1.367
P: -4.364 0.192 3.155
O: -3.585 1.332 2.218
O: -5.979 0.069 2.742
H: -1.202 -0.478 2.559
H: 0.082 -0.480 3.836
H: -1.359 0.518 4.103
H: -1.406 -1.408 5.540
H: -1.144 -2.552 4.217
H: -0.936 -6.550 2.386
H: -0.299 -4.604 0.370
H: -3.902 -4.725 -1.171
H: -4.268 -3.117 -1.819
H: 0.439 -2.216 -3.406
H: 0.402 -3.721 -2.479
H: -0.459 -3.577 -4.108
H: -1.267 -0.787 -1.358
H: 0.187 -1.783 -1.286
H: -1.181 -2.265 -0.256
H: -5.745 -1.508 -0.745
H: -4.937 0.317 0.403
H: -2.726 1.571 2.607
H: -6.148 -0.756 2.251
N: 2.462 2.115 3.820
C: 2.870 0.928 4.370
C: 3.891 0.436 3.602
C: 4.114 1.363 2.550
C: 3.220 2.389 2.714
H: 1.722 2.697 4.172
H: 2.398 0.538 5.257
H: 4.421 -0.487 3.776
H: 4.847 1.287 1.763
H: 3.056 3.286 2.140
N: -2.116 1.175 -3.624
C: -2.896 1.962 -2.821
C: -2.903 3.228 -3.348
C: -2.098 3.203 -4.517
C: -1.630 1.923 -4.663
H: -1.930 0.198 -3.475
H: -3.375 1.553 -1.951
H: -3.427 4.077 -2.940
H: -1.889 4.029 -5.177
H: -0.994 1.482 -5.413
N: 4.187 -2.145 0.814
C: 5.342 -2.840 1.049
C: 5.001 -4.078 1.528
C: 3.585 -4.135 1.580
C: 3.112 -2.928 1.131
H: 4.136 -1.204 0.464
H: 6.303 -2.395 0.856
H: 5.692 -4.857 1.808
H: 2.982 -4.966 1.909
H: 2.106 -2.560 1.011
N: -7.042 3.011 -0.179
C: -8.354 3.392 -0.237
C: -8.914 2.814 -1.349
C: -7.901 2.051 -1.984
C: -6.759 2.189 -1.240
H: -6.388 3.291 0.530
H: -8.775 4.040 0.514
H: -9.937 2.927 -1.670
H: -7.998 1.466 -2.886
H: -5.771 1.776 -1.374
N: 7.629 -1.775 -1.965
C: 8.409 -1.671 -3.086
C: 7.699 -2.175 -4.143
C: 6.439 -2.594 -3.643
C: 6.424 -2.333 -2.298
H: 7.901 -1.485 -1.042
H: 9.398 -1.250 -3.033
H: 8.045 -2.235 -5.162
H: 5.634 -3.038 -4.207
H: 5.665 -2.496 -1.552
N: 0.027 4.887 4.862
C: 0.564 6.142 4.971
C: 0.262 6.831 3.825
C: -0.492 5.962 2.994
C: -0.623 4.772 3.659
H: 0.097 4.164 5.556
H: 1.114 6.434 5.850
H: 0.548 7.848 3.608
H: -0.892 6.185 2.018
H: -1.119 3.855 3.384
N: 2.569 6.718 0.980
C: 3.105 7.972 1.090
C: 2.802 8.662 -0.055
C: 2.049 7.793 -0.886
C: 1.919 6.602 -0.220
H: 2.640 5.994 1.673
H: 3.655 8.264 1.970
H: 3.088 9.679 -0.271
H: 1.647 8.016 -1.861
H: 1.423 5.686 -0.495
N: 12.604 -2.146 -2.086
C: 13.759 -2.842 -1.852
C: 13.417 -4.079 -1.372
C: 11.999 -4.134 -1.319
C: 11.527 -2.929 -1.768
H: 12.556 -1.207 -2.437
H: 14.722 -2.397 -2.045
H: 14.106 -4.858 -1.091
H: 11.396 -4.964 -0.990
H: 10.521 -2.561 -1.888
N: -10.016 -0.752 -1.666
C: -9.039 -1.672 -1.929
C: -9.464 -2.456 -2.970
C: -10.745 -1.986 -3.355
C: -11.057 -0.933 -2.534
H: -9.974 -0.050 -0.947
H: -8.129 -1.691 -1.351
H: -8.915 -3.275 -3.409
H: -11.367 -2.375 -4.144
H: -11.927 -0.300 -2.492

Properties
E_tot: -4031.9285 hartree
Net charge: +1
2S+1: 1

Here are the Löwdin charges for atoms 1 to 4, given in e:
1 C -0.079
2 C -0.205
3 O -0.116
4 N -0.234